# C24H58OsP2Si4Te

A structure of composition C24H58OsP2Si4Te in a non-equilibrium geometry (ωB97M-V/def2-TZVPD, the Open Molecules 2025 dataset).

XYZ file:
```
90
Properties=species:S:1:pos:R:3:forces:R:3:mulliken_charge:R:1
P -0.280089 3.625589 -1.652114 0.57 2.17 -2.51 1.004
P 2.419337 2.465036 -3.667353 4.58 1.37 -3.83 0.852
C 0.884568 4.645996 -2.696090 -0.23 0.38 0.08 -1.545
C 1.282253 3.921659 -3.980376 -0.98 -0.17 1.08 -1.263
H 1.771496 4.946501 -2.113583 -0.25 -0.15 -0.18 0.503
H 0.381982 5.593397 -2.960510 0.08 -0.41 0.10 0.722
H 0.409318 3.508667 -4.517741 0.38 0.25 0.28 0.500
H 1.795765 4.627592 -4.657881 0.26 -0.76 0.23 0.653
C 3.999294 3.415859 -4.005379 0.60 0.54 0.12 -1.611
H 4.906725 2.840203 -3.744538 -0.53 0.24 0.00 0.404
H 4.046317 4.371704 -3.465604 -0.04 -0.30 0.01 0.451
H 4.106558 3.692021 -5.062506 -0.31 -0.19 0.22 0.508
C 2.369987 1.713537 -5.347653 -0.59 -0.66 -0.13 -1.217
H 2.899357 2.341803 -6.076874 -0.34 0.03 0.40 0.428
H 1.329910 1.591685 -5.687556 0.35 -0.17 0.05 0.441
H 2.881464 0.744475 -5.374661 -0.25 0.09 0.12 0.373
C -0.953974 4.974323 -0.585765 -0.20 -0.13 0.97 -1.261
H -1.813538 4.634795 0.005565 0.01 0.04 -0.32 0.324
H -1.235977 5.843959 -1.215361 0.08 -0.75 0.17 0.466
H -0.221255 5.303063 0.160965 0.06 -0.08 -0.34 0.421
C -1.670798 3.561870 -2.901489 -0.04 -0.06 0.10 -1.531
H -1.365437 2.943791 -3.745014 -0.03 -0.03 -0.07 0.678
H -1.829295 4.580527 -3.265139 -0.26 -0.02 0.12 0.486
H -2.554303 3.060566 -2.465924 0.27 0.94 -0.38 0.539
Os -1.364985 0.779254 -1.026534 3.45 1.74 -0.23 0.423
C 3.373675 1.136351 -2.602488 -3.60 -1.17 -0.72 0.215
C 3.754556 1.645674 -1.332168 0.05 -0.50 1.43 -1.413
C 3.631825 2.998653 -0.849023 0.54 1.67 0.57 -0.025
C 2.431443 3.341221 0.025762 1.01 -0.16 0.92 -1.476
C 1.093624 2.939143 -0.366769 -0.52 -1.74 1.00 -1.141
C 0.655163 2.015436 -1.406261 -3.02 -1.15 0.47 0.308
C 0.796623 0.774402 -2.322808 0.82 0.18 -0.16 -0.131
C 2.205597 0.068616 -2.444167 -0.12 -0.22 0.40 -1.463
C -2.925877 1.706625 -0.325009 -0.73 0.12 1.09 -1.059
H 4.202905 0.737739 -3.221528 -0.58 0.54 -0.26 0.818
H 3.842690 0.882514 -0.560399 0.23 0.04 -0.03 0.424
H 3.694847 3.807658 -1.575105 0.17 -0.40 -0.47 0.031
H 4.496290 3.167385 -0.202089 0.10 0.21 0.08 0.444
H 2.562882 2.834059 0.994275 0.13 0.23 0.04 0.557
H 2.455095 4.411385 0.229328 0.03 0.14 0.23 0.346
H 0.422347 2.949780 0.506583 0.05 -0.12 -0.30 0.743
H -1.205868 1.950274 -2.090866 -1.25 -1.70 -0.08 -0.250
H 0.445063 1.023678 -3.335188 0.14 0.07 0.06 0.877
H -0.002618 -0.026697 -2.023427 1.00 -0.58 -0.70 0.482
H 2.373662 -0.529920 -1.535664 0.03 0.16 -0.28 0.333
H 2.197473 -0.633630 -3.300338 -0.15 0.41 0.38 0.395
H -3.611389 1.110035 -0.976363 -0.55 0.04 0.15 0.484
H -3.053026 2.773203 -0.518324 -0.26 -0.14 0.01 0.352
H -3.072891 1.483169 0.740836 -0.52 0.10 -0.34 0.255
C 0.539973 -1.021105 4.677045 -0.05 0.12 0.20 -0.983
Si -1.151770 -1.705711 4.213843 0.03 0.17 -0.10 0.205
C -1.641375 -3.061430 5.428989 0.01 0.11 0.02 -0.989
C -2.410638 -0.304880 4.223324 -0.01 0.03 0.26 -0.851
Si -1.042811 -2.544354 1.999856 -0.58 -0.92 0.83 0.276
Te -0.109655 -0.543779 0.797398 0.58 -0.09 0.43 -0.428
Si 0.460488 -4.372069 2.165274 0.13 -0.19 0.02 0.351
C -0.192394 -5.749409 3.309420 -0.08 0.27 -0.19 -0.966
C 0.706100 -5.063223 0.440252 0.20 -0.07 -0.15 -1.044
C 2.092344 -3.743483 2.835846 0.23 -0.02 -0.07 -1.005
Si -3.135535 -3.396618 1.328598 -0.11 0.30 -0.31 0.446
C -3.670561 -4.831704 2.424991 -0.01 -0.02 0.02 -0.979
C -4.390539 -1.991240 1.428990 -0.16 -0.13 -0.06 -0.816
C -2.966570 -3.965312 -0.459630 -0.15 0.00 -0.11 -1.036
H 0.390712 -0.294517 5.488505 0.13 -0.14 -0.09 0.378
H 1.033224 -0.492936 3.851797 -0.07 -0.12 0.14 0.250
H 1.211838 -1.806662 5.046133 -0.14 0.22 -0.12 0.307
H -1.940407 -2.562955 6.363728 0.03 -0.15 -0.17 0.401
H -2.486866 -3.673289 5.086127 0.26 0.17 0.14 0.188
H -0.792071 -3.716723 5.667444 -0.25 0.16 -0.09 0.309
H -2.275994 0.377441 3.372989 -0.06 -0.15 0.14 0.102
H -3.443989 -0.680451 4.225600 0.28 0.14 -0.06 0.284
H -2.262333 0.277056 5.145404 -0.13 -0.07 -0.19 0.399
H -1.013445 -6.313155 2.836322 0.32 0.21 0.24 0.292
H 0.643941 -6.449984 3.481233 -0.27 0.24 -0.06 0.389
H -0.530699 -5.370425 4.286773 0.11 -0.22 -0.39 0.217
H 0.845472 -4.269006 -0.301488 -0.02 -0.05 0.08 0.262
H 1.620701 -5.672090 0.433936 -0.22 -0.02 -0.06 0.389
H -0.133756 -5.684666 0.107097 0.16 0.09 0.10 0.292
H 2.410582 -2.819142 2.343363 -0.04 -0.03 0.03 0.260
H 2.070414 -3.555797 3.914750 -0.01 -0.10 -0.19 0.268
H 2.863118 -4.497451 2.628142 -0.08 0.10 0.15 0.413
H -3.608436 -4.597903 3.493560 -0.02 -0.05 -0.20 0.206
H -4.720883 -5.076287 2.205486 0.22 0.11 0.01 0.400
H -3.085021 -5.740210 2.239735 -0.08 0.23 0.02 0.280
H -4.057180 -1.077856 0.912795 -0.04 -0.24 0.15 0.041
H -5.320307 -2.329473 0.946492 0.15 0.16 0.13 0.413
H -4.628131 -1.737115 2.470875 0.07 -0.02 -0.26 0.274
H -2.366032 -3.266991 -1.056046 -0.06 -0.08 0.10 0.248
H -2.507862 -4.959281 -0.541585 -0.09 0.22 0.04 0.309
H -3.962422 -4.010438 -0.923050 0.19 -0.09 0.07 0.395
```
Positions in Å, forces in eV/Å.

<S²>   6.031
Orbital gap (alpha / beta)   0.1982 / 0.1985 Eh
Multiplicity   5
Maximum force   0.1192 hartree/bohr
HOMO (alpha / beta)   -12.388 / -12.510 eV
Net charge   +2